# 1
ORCA calculation (ωB97M-V/def2-TZVPD) on a structure of composition C28H74Co2N8O13 at a distorted geometry.

Element x y z (Å)
Co1 -0.514 4.289 -0.080
Co2 -1.295 1.016 1.860
O1 -0.630 -0.674 0.846
C1 0.366 -0.185 -0.015
C2 0.330 1.301 -0.423
O2 -0.051 2.322 0.509
H1 0.305 -0.752 -0.957
H2 1.335 -0.557 0.348
H3 -0.410 1.479 -1.213
H4 1.290 1.428 -0.942
C3 7.297 -2.961 -6.680
O3 6.916 -3.663 -5.516
C4 6.446 -4.951 -5.911
C5 6.002 -5.756 -4.698
N1 4.550 -5.690 -4.573
C6 3.921 -6.075 -3.302
C7 2.603 -5.268 -3.146
O4 2.981 -3.979 -2.709
C8 1.855 -3.250 -2.245
H5 8.271 -3.269 -7.069
H6 7.333 -1.902 -6.429
H7 6.609 -3.013 -7.530
H8 7.268 -5.371 -6.496
H9 5.625 -4.797 -6.621
H10 6.514 -5.396 -3.799
H11 6.367 -6.775 -4.850
H12 4.371 -4.692 -4.734
H13 4.582 -5.689 -2.516
H14 3.870 -7.162 -3.256
H15 1.955 -5.824 -2.463
H16 2.002 -5.300 -4.061
H17 2.087 -2.296 -1.780
H18 1.267 -3.773 -1.481
H19 1.087 -3.164 -3.020
C9 -2.808 0.144 -5.900
O5 -3.047 -0.578 -4.692
C10 -2.292 -0.030 -3.593
C11 -2.678 -0.889 -2.418
N2 -3.968 -0.692 -1.754
C12 -5.120 -1.388 -2.377
C13 -6.415 -0.909 -1.812
O6 -6.608 -1.495 -0.522
C14 -7.939 -1.600 -0.112
H20 -1.752 0.338 -6.119
H21 -3.250 1.141 -5.837
H22 -3.118 -0.563 -6.667
H23 -2.734 0.973 -3.486
H24 -1.232 0.198 -3.728
H25 -1.885 -0.731 -1.674
H26 -2.440 -1.935 -2.624
H27 -4.258 0.274 -1.882
H28 -4.864 -2.447 -2.329
H29 -5.128 -1.133 -3.443
H30 -7.207 -1.142 -2.532
H31 -6.566 0.174 -1.739
H32 -8.030 -2.105 0.850
H33 -8.498 -2.222 -0.820
H34 -8.493 -0.660 -0.026
C15 -3.720 -0.519 3.340
O7 -2.364 -0.029 3.317
C16 -1.586 -0.410 4.451
C17 -0.130 -0.218 4.081
N3 0.147 1.111 3.546
C18 1.595 1.238 3.207
C19 2.594 1.068 4.380
O8 2.355 2.263 5.141
C20 3.039 3.414 4.780
H35 -3.656 -1.599 3.474
H36 -4.154 -0.327 2.360
H37 -4.296 0.012 4.097
H38 -1.682 -1.475 4.671
H39 -1.928 0.180 5.305
H40 0.018 -0.942 3.274
H41 0.599 -0.587 4.803
H42 -0.010 1.880 4.193
H43 1.701 2.155 2.630
H44 1.891 0.457 2.497
H45 3.656 1.114 4.128
H46 2.392 0.230 5.042
H47 4.047 3.424 5.216
H48 2.578 4.308 5.200
H49 3.217 3.523 3.706
C21 -3.077 8.272 3.611
O9 -2.374 7.407 2.708
C22 -1.074 7.924 2.472
C23 -0.563 7.174 1.212
N4 -0.622 5.690 1.477
C24 0.542 5.311 2.303
C25 1.856 5.205 1.488
O10 1.658 4.519 0.278
C26 2.766 4.541 -0.573
H50 -4.050 7.899 3.927
H51 -3.091 9.311 3.290
H52 -2.581 8.189 4.587
H53 -0.468 7.545 3.300
H54 -1.045 9.010 2.412
H55 0.431 7.427 0.846
H56 -1.239 7.364 0.377
H57 -1.438 5.724 2.089
H58 0.341 4.356 2.798
H59 0.694 5.936 3.185
H60 2.657 4.663 1.994
H61 2.109 6.232 1.203
H62 3.089 5.530 -0.903
H63 2.583 3.879 -1.419
H64 3.544 4.009 -0.008
C27 -3.592 -3.351 1.258
O11 -2.889 -3.835 2.146
N5 -3.168 -2.258 0.565
N6 -4.880 -3.638 0.956
H65 -2.358 -1.827 0.989
H66 -3.777 -1.819 -0.114
H67 -5.311 -4.427 1.413
H68 -5.489 -2.915 0.606
C28 3.472 -2.783 1.879
O12 4.654 -2.583 1.576
N7 2.441 -2.427 1.097
N8 3.140 -3.375 3.048
H69 1.561 -2.849 1.344
H70 2.597 -1.813 0.322
H71 3.844 -3.540 3.743
H72 2.159 -3.308 3.277
O13 -0.172 -3.133 2.364
H73 -0.295 -2.370 1.778
H74 -1.066 -3.510 2.452

## Properties
Multiplicity: 7
E_HOMO (alpha / beta) (eV): -12.539 / -11.430
Net charge: +2
E_LUMO (alpha / beta) (eV): -4.28 / -8.94
DFT total energy (eV): -144007.2333

Atomic partial charges in e from the Mulliken method, atoms 1 to 6:
1. Co 0.239
2. Co 0.610
3. O -0.256
4. C -0.076
5. C -0.511
6. O -0.429



# 2
ORCA calculation (ωB97M-V/def2-TZVPD) on a structure of composition C28H74FeO10 at a distorted geometry.

Element x y z (Å)
Fe1 -4.689 -6.223 -19.970
C1 -5.854 -8.072 -16.798
C2 -5.914 -8.617 -18.214
O1 -5.760 -7.594 -19.160
H1 -6.624 -7.337 -16.574
H2 -4.874 -7.621 -16.628
H3 -5.901 -8.922 -16.112
H4 -6.766 -9.296 -18.349
H5 -5.078 -9.294 -18.465
C3 -8.404 -6.541 -21.810
C4 -7.271 -5.537 -21.784
O2 -6.047 -5.926 -21.294
H6 -9.277 -6.155 -22.334
H7 -8.713 -6.859 -20.813
H8 -8.176 -7.487 -22.313
H9 -7.650 -4.653 -21.238
H10 -7.116 -5.110 -22.789
C5 -5.303 -2.394 -18.202
C6 -4.757 -3.797 -18.046
C7 -4.847 -4.257 -16.599
O3 -5.588 -4.698 -18.839
H11 -5.232 -2.040 -19.236
H12 -4.726 -1.689 -17.601
H13 -6.351 -2.232 -17.943
H14 -3.727 -3.787 -18.395
H15 -5.858 -4.383 -16.213
H16 -4.477 -3.412 -16.003
H17 -4.232 -5.105 -16.301
H18 -6.501 -4.379 -18.740
C8 -11.657 -7.103 -20.625
C9 -13.036 -7.640 -20.229
C10 -13.273 -7.439 -18.730
O4 -14.085 -6.937 -20.886
H19 -11.561 -7.312 -21.693
H20 -10.861 -7.532 -20.016
H21 -11.556 -6.019 -20.500
H22 -12.999 -8.677 -20.558
H23 -12.828 -8.232 -18.123
H24 -14.327 -7.500 -18.447
H25 -12.976 -6.438 -18.416
H26 -13.924 -5.994 -20.777
C11 -3.537 -8.198 -23.473
C12 -4.271 -8.526 -22.155
C13 -3.916 -9.959 -21.770
O5 -3.661 -7.632 -21.189
H27 -3.923 -7.245 -23.841
H28 -3.704 -8.950 -24.242
H29 -2.467 -8.124 -23.269
H30 -5.342 -8.385 -22.245
H31 -2.835 -10.066 -21.667
H32 -4.345 -10.702 -22.438
H33 -4.378 -10.164 -20.798
H34 -2.718 -7.826 -21.178
C14 -1.712 -4.494 -22.545
C15 -2.121 -4.819 -21.128
C16 -1.559 -3.814 -20.119
O6 -3.574 -4.797 -20.924
H35 -0.632 -4.457 -22.660
H36 -2.190 -3.603 -22.952
H37 -2.074 -5.314 -23.174
H38 -1.844 -5.831 -20.828
H39 -0.551 -3.486 -20.367
H40 -1.555 -4.162 -19.082
H41 -2.243 -2.962 -20.074
H42 -3.888 -4.072 -21.518
C17 -10.685 -4.883 -18.041
C18 -9.401 -4.314 -18.616
C19 -9.267 -2.811 -18.470
O7 -8.262 -4.951 -18.077
H43 -10.763 -4.912 -16.948
H44 -10.756 -5.959 -18.218
H45 -11.510 -4.308 -18.457
H46 -9.580 -4.394 -19.703
H47 -8.331 -2.496 -18.939
H48 -9.164 -2.531 -17.414
H49 -10.090 -2.205 -18.839
H50 -8.285 -5.901 -18.247
C20 -12.972 -5.091 -25.875
C21 -12.528 -5.033 -24.410
C22 -11.050 -5.330 -24.316
O8 -12.836 -3.741 -23.896
H51 -13.993 -5.445 -26.032
H52 -12.332 -5.713 -26.506
H53 -12.878 -4.104 -26.336
H54 -13.019 -5.806 -23.803
H55 -10.496 -4.877 -25.150
H56 -10.741 -6.372 -24.387
H57 -10.630 -4.860 -23.422
H58 -13.735 -3.538 -24.171
C23 -6.735 -1.673 -23.031
C24 -5.242 -1.947 -23.190
C25 -4.393 -0.895 -22.517
O9 -4.995 -3.214 -22.486
H59 -7.313 -2.452 -23.539
H60 -6.967 -0.677 -23.399
H61 -7.052 -1.816 -21.995
H62 -4.959 -2.179 -24.218
H63 -3.329 -1.136 -22.473
H64 -4.725 -0.543 -21.544
H65 -4.399 -0.089 -23.261
H66 -5.803 -3.733 -22.568
C26 -6.592 -5.837 -25.821
C27 -6.661 -7.207 -26.485
C28 -8.097 -7.509 -26.877
O10 -5.966 -7.220 -27.730
H67 -6.860 -5.144 -26.624
H68 -5.617 -5.631 -25.379
H69 -7.395 -5.648 -25.105
H70 -6.270 -8.056 -25.911
H71 -8.865 -7.549 -26.103
H72 -8.180 -8.391 -27.512
H73 -8.472 -6.701 -27.519
H74 -5.038 -7.005 -27.595

## Properties
Multiplicity: 6
E_HOMO (alpha / beta) (eV): -11.779 / -11.544
Net charge: +1
E_LUMO (alpha / beta) (eV): -2.46 / -3.95
DFT total energy (eV): -85090.7001
Energy relative to the best compared isomer or geometry (same formula, charge and spin) (kJ/mol): 0.00

Atomic partial charges in e from the Mulliken method, atoms 1 to 6:
1. Fe 0.393
2. C -0.875
3. C -0.537
4. O -0.255
5. H 0.157
6. H 0.148



# 3
ORCA calculation (ωB97M-V/def2-TZVPD) on a structure of composition C28H75AgN6O9 at a distorted geometry.

Element x y z (Å)
Ag1 -0.214 -1.430 -3.743
C1 -0.813 -0.950 0.505
C2 -0.760 -1.068 -1.008
O1 0.106 -0.425 -1.569
O2 -1.449 -1.974 -1.579
H1 -1.817 -1.268 0.785
H2 -0.738 0.090 0.821
H3 -0.011 -1.530 0.962
C3 -0.032 2.727 3.566
C4 0.891 3.798 4.055
C5 0.525 4.487 5.389
O3 -0.004 3.591 6.381
C6 1.026 3.201 7.265
N1 2.169 3.180 4.152
H4 -0.101 1.858 4.220
H5 0.210 2.268 2.607
H6 -0.971 3.220 3.315
H7 1.054 4.563 3.296
H8 -0.291 5.179 5.183
H9 1.415 5.048 5.674
H10 1.093 4.018 7.983
H11 1.971 2.888 6.821
H12 0.692 2.364 7.878
H13 2.948 3.802 3.990
H14 2.326 3.007 5.134
C7 4.935 -0.137 0.679
C8 3.429 -0.363 0.521
C9 2.585 -0.237 1.784
O4 2.957 -1.296 2.649
C10 2.945 -0.810 3.998
N2 2.926 0.433 -0.552
H15 5.310 -0.041 -0.340
H16 5.516 -0.870 1.239
H17 4.989 0.860 1.116
H18 3.141 -1.298 0.040
H19 1.514 -0.286 1.587
H20 2.716 0.763 2.199
H21 1.966 -0.461 4.325
H22 3.759 -0.106 4.172
H23 3.191 -1.589 4.719
H24 1.941 0.215 -0.603
H25 2.999 1.438 -0.475
C11 -2.262 2.565 -1.239
C12 -2.353 4.146 -1.044
C13 -1.930 4.534 0.354
O5 -1.827 5.997 0.443
C14 -1.462 6.417 1.715
N3 -1.553 4.625 -2.110
H26 -2.626 2.272 -2.224
H27 -2.958 1.995 -0.623
H28 -1.323 2.133 -0.891
H29 -3.363 4.534 -1.174
H30 -0.942 4.148 0.605
H31 -2.667 4.173 1.071
H32 -0.616 5.857 2.114
H33 -2.331 6.324 2.367
H34 -1.032 7.411 1.592
H35 -1.473 5.616 -1.932
H36 -2.003 4.621 -3.015
C15 4.243 -0.407 -4.187
C16 2.917 -1.184 -4.175
C17 2.767 -2.268 -3.129
O6 1.386 -2.679 -2.900
C18 1.292 -3.870 -2.194
N4 2.002 -0.135 -4.037
H37 5.080 -1.066 -3.956
H38 4.407 0.401 -3.473
H39 4.399 -0.034 -5.199
H40 2.853 -1.663 -5.153
H41 3.153 -1.898 -2.179
H42 3.255 -3.151 -3.542
H43 2.081 -4.513 -2.582
H44 0.382 -4.447 -2.355
H45 1.473 -3.739 -1.127
H46 2.353 0.289 -3.190
H47 2.427 0.412 -4.771
C19 -1.984 1.003 -5.987
C20 -2.202 0.861 -4.514
C21 -3.145 -0.363 -4.076
O7 -2.536 -1.690 -4.276
C22 -3.529 -2.692 -4.226
N5 -0.887 0.817 -3.914
H48 -2.641 1.701 -6.507
H49 -1.997 0.036 -6.491
H50 -1.075 1.407 -6.433
H51 -2.749 1.763 -4.239
H52 -4.043 -0.241 -4.680
H53 -3.420 -0.283 -3.024
H54 -3.113 -3.699 -4.255
H55 -4.173 -2.641 -5.104
H56 -4.188 -2.563 -3.367
H57 -0.793 1.036 -2.933
H58 -0.255 1.549 -4.206
C23 1.748 -4.735 3.753
C24 1.959 -4.929 2.279
C25 0.692 -5.308 1.510
O8 -0.345 -4.397 1.764
C26 -1.649 -4.568 1.223
N6 2.605 -3.807 1.794
H59 2.538 -4.154 4.229
H60 1.457 -5.690 4.191
H61 0.882 -4.083 3.869
H62 2.624 -5.783 2.147
H63 0.213 -6.217 1.874
H64 0.887 -5.489 0.453
H65 -1.800 -4.624 0.145
H66 -2.391 -3.853 1.577
H67 -2.178 -5.471 1.526
H68 2.840 -3.242 2.597
H69 1.998 -3.096 1.412
C27 -6.398 -0.872 -0.731
C28 -4.967 -1.194 -0.219
O9 -4.522 -2.369 -0.923
H70 -6.968 -1.768 -0.978
H71 -6.445 -0.304 -1.661
H72 -7.032 -0.268 -0.083
H73 -4.960 -1.393 0.852
H74 -4.283 -0.379 -0.455
H75 -3.566 -2.285 -0.915

## Properties
Multiplicity: 3
E_HOMO (alpha / beta) (eV): -12.377 / -12.356
Net charge: +2
E_LUMO (alpha / beta) (eV): -4.57 / -10.48
DFT total energy (eV): -61594.6601

Atomic partial charges in e from the Mulliken method, atoms 1 to 6:
1. Ag 0.609
2. C -0.129
3. C 1.195
4. O -0.014
5. O -0.787
6. H 0.211



# 4
ORCA calculation (ωB97M-V/def2-TZVPD) on a cluster of 11 separate species, C28H75N5O11 in total at a distorted geometry.

Element x y z (Å)
C1 1.437 -1.200 -1.343
O1 0.504 -0.712 -2.005
N1 1.280 -2.051 -0.358
N2 2.628 -1.301 -1.794
H1 0.347 -2.273 -0.042
H2 2.116 -2.390 0.097
H3 2.912 -0.999 -2.716
H4 3.255 -1.751 -1.143
C2 -3.493 -2.816 -2.224
C3 -4.334 -1.540 -2.142
C4 -5.554 -1.860 -1.319
C5 -6.325 -0.660 -0.768
C6 -5.381 0.080 0.182
C7 -4.097 0.587 -0.578
N3 -3.543 -0.468 -1.485
O2 -2.369 -0.096 -2.269
C8 -4.597 1.714 -1.460
C9 -3.039 1.106 0.440
C10 -4.786 -0.989 -3.521
H5 -4.069 -3.618 -2.685
H6 -3.035 -3.146 -1.291
H7 -2.628 -2.790 -2.886
H8 -6.304 -2.438 -1.859
H9 -5.269 -2.483 -0.471
H10 -7.120 -1.017 -0.113
H11 -6.712 0.101 -1.447
H12 -5.084 -0.645 0.939
H13 -5.916 0.885 0.685
H14 -3.874 2.398 -1.904
H15 -5.166 1.292 -2.289
H16 -5.387 2.270 -0.955
H17 -2.232 1.477 -0.193
H18 -3.316 1.953 1.068
H19 -2.672 0.346 1.130
H20 -5.589 -0.258 -3.424
H21 -5.035 -1.837 -4.159
H22 -4.025 -0.526 -4.149
H23 -1.642 -0.570 -1.857
C11 0.608 -2.905 2.808
C12 -0.604 -1.937 3.053
C13 -1.141 -2.276 4.511
C14 -0.480 -1.675 5.740
C15 -0.201 -0.174 5.416
C16 0.564 0.170 4.126
N4 -0.183 -0.529 2.998
O3 0.317 -0.070 1.734
C17 0.427 1.735 3.862
C18 2.024 -0.210 4.186
C19 -1.674 -2.073 2.046
H24 1.452 -2.328 2.429
H25 0.491 -3.690 2.061
H26 0.973 -3.378 3.719
H27 -2.212 -2.122 4.382
H28 -0.959 -3.317 4.780
H29 0.534 -2.069 5.803
H30 -1.034 -1.902 6.651
H31 0.444 0.094 6.252
H32 -1.171 0.322 5.433
H33 0.668 2.284 4.772
H34 1.146 1.958 3.073
H35 -0.586 1.985 3.548
H36 2.562 0.114 3.296
H37 2.448 0.277 5.065
H38 2.211 -1.284 4.217
H39 -1.350 -1.863 1.027
H40 -2.529 -1.411 2.186
H41 -2.057 -3.092 2.014
H42 -0.489 0.194 1.284
C20 4.965 4.070 -1.912
C21 3.743 3.638 -1.041
C22 4.103 4.307 0.399
C23 2.805 4.458 1.227
C24 1.684 5.182 0.539
C25 1.248 4.540 -0.858
N5 2.518 4.288 -1.627
O4 2.261 3.991 -2.938
C26 0.435 3.253 -0.608
C27 0.429 5.580 -1.649
C28 3.634 2.137 -1.058
H43 5.868 3.817 -1.357
H44 4.995 5.119 -2.206
H45 5.083 3.489 -2.826
H46 4.734 3.650 0.998
H47 4.620 5.258 0.273
H48 3.025 5.005 2.144
H49 2.583 3.465 1.619
H50 1.831 6.241 0.331
H51 0.831 5.288 1.209
H52 -0.433 3.614 -0.056
H53 0.106 2.739 -1.511
H54 0.933 2.539 0.049
H55 -0.387 5.968 -1.039
H56 1.008 6.385 -2.101
H57 -0.039 5.224 -2.567
H58 2.862 1.807 -1.753
H59 3.305 1.763 -0.089
H60 4.533 1.562 -1.279
H61 1.875 3.120 -2.822
O5 1.416 0.716 -4.095
H62 1.802 -0.080 -4.462
H63 1.071 0.444 -3.244
O6 4.114 -2.916 1.126
H64 3.666 -3.698 0.803
H65 4.260 -3.090 2.056
O7 2.573 -5.043 0.697
H66 2.817 -5.815 0.186
H67 1.616 -5.039 0.683
O8 0.022 -3.707 -2.402
H68 -0.468 -3.572 -3.213
H69 0.535 -2.907 -2.295
O9 3.498 -0.903 -4.777
H70 3.799 -1.751 -5.103
H71 4.161 -0.282 -5.079
O10 -0.070 -4.802 0.080
H72 -0.826 -5.387 0.044
H73 0.001 -4.446 -0.806
O11 2.839 -4.945 -3.109
H74 3.266 -4.817 -3.956
H75 2.664 -4.059 -2.792

## Properties
Multiplicity: 2
E_HOMO (alpha / beta) (eV): -9.376 / -9.376
Net charge: +1
E_LUMO (alpha / beta) (eV): -2.18 / -6.25
DFT total energy (eV): -60214.4526

Atomic partial charges in e from the Mulliken method, atoms 1 to 6:
1. C 0.103
2. O -0.450
3. N 1.974
4. N 0.098
5. H -1.058
6. H -0.598



Which value of net charge does entry 4 give?
+1



What is the DFT total energy in the first record?
-144007.2333 eV